C24H24FNO5S as an isolated structure at a distorted geometry, computed with wB97M-V/def2-TZVPD.

Its highest occupied orbital energy is -7.981 eV. For the frontier orbital gap, the calculation gives 7.70 eV. As for the total energy: -50535.322 eV.

Last column: Mulliken charge in e.
CARTESIAN COORDINATES (ANGSTROEM)
C (2.36, 2.13, -0.97)  -0.693
H (2.43, 3.17, -1.35)  0.307
H (3.15, 2.09, -0.24)  0.273
H (2.73, 1.50, -1.93)  0.210
O (1.01, 1.61, -0.88)  -0.602
C (0.57, 0.40, -0.47)  0.038
C (-0.83, 0.13, -0.47)  0.275
C (-1.32, -0.98, -0.55)  -0.828
C (-0.51, -2.03, -0.21)  -1.161
C (0.94, -1.89, -0.02)  -0.742
C (1.41, -0.38, -0.17)  1.040
O (2.70, -0.23, -0.14)  -0.530
C (3.70, -1.58, 0.18)  -0.909
C (5.09, -0.75, 0.40)  0.607
C (5.85, -1.04, 1.37)  -0.049
C (7.07, -0.54, 1.68)  -0.825
C (7.66, 0.04, 0.53)  0.392
C (6.82, 0.36, -0.58)  -0.379
C (5.69, -0.01, -0.77)  -0.620
H (4.94, 0.08, -1.47)  0.628
H (7.22, 0.97, -1.57)  0.152
F (8.75, 0.81, 0.69)  -0.292
H (7.76, -0.54, 2.48)  0.435
H (5.40, -1.53, 2.51)  0.077
H (3.63, -2.00, -0.73)  0.639
H (3.48, -1.82, 1.24)  0.349
H (1.54, -2.87, 0.24)  0.201
H (-0.83, -2.88, 0.00)  0.920
C (-2.87, -1.21, -0.38)  -0.999
N (-3.13, -2.54, -0.90)  -0.053
C (-4.31, -2.38, -1.90)  -1.150
H (-5.19, -1.91, -1.60)  0.416
H (-4.62, -3.48, -1.96)  0.333
H (-4.02, -2.23, -2.83)  0.450
O (-3.46, -3.34, 0.20)  -0.475
C (-4.00, -2.22, 1.19)  -0.404
C (-3.38, -1.05, 0.75)  1.234
H (-2.68, -0.76, 1.94)  0.296
S (-4.72, 0.28, 0.97)  1.352
O (-5.31, 0.46, 2.40)  -0.783
O (-5.57, -0.11, 0.07)  -0.573
C (-3.93, 1.80, 0.78)  0.453
C (-4.04, 2.26, -0.68)  -0.568
C (-3.22, 3.27, -1.01)  -0.278
C (-2.36, 3.97, -0.20)  -0.506
C (-1.95, 3.26, 1.10)  -0.838
C (-2.80, 2.11, 1.50)  -0.407
H (-2.67, 1.61, 2.46)  0.518
H (-1.37, 3.81, 1.72)  0.585
H (-1.77, 4.82, -0.35)  0.465
H (-3.26, 3.92, -2.06)  0.107
H (-4.65, 1.94, -1.44)  0.543
H (-3.64, -2.79, 2.04)  0.193
H (-5.06, -2.45, 1.10)  0.257
H (-3.11, -0.48, -1.03)  1.066
H (-1.32, 1.20, -0.69)  -0.141

=====

C24H24N2O4S as an isolated structure at a distorted geometry, computed with wB97M-V/def2-TZVPD.

Its highest occupied orbital energy is -7.420 eV. For the frontier orbital gap, the calculation gives 7.99 eV. The calculation puts the energy above the lowest of the compared OMol25 structures with the same formula, charge and spin at 1946.2 kJ/mol. As for the total energy: -47264.646 eV.

Last column: Mulliken charge in e.
CARTESIAN COORDINATES (ANGSTROEM)
O (0.94, 3.84, -4.01)  -0.546
C (1.63, 3.58, -4.95)  0.545
O (2.26, 4.62, -5.50)  -0.456
H (2.03, 5.49, -5.20)  0.346
C (2.04, 2.21, -5.86)  -0.624
H (3.10, 2.33, -5.75)  0.337
H (1.63, 2.57, -6.85)  0.375
C (1.51, 1.14, -4.98)  -1.181
C (2.06, 1.13, -3.57)  0.458
O (3.08, 1.34, -3.28)  -0.473
N (1.19, 0.91, -2.45)  0.039
C (1.58, 0.78, -1.26)  0.015
C (0.51, 0.27, -0.39)  -0.071
C (1.22, 0.56, 1.14)  0.075
C (2.58, 0.80, 0.87)  -0.003
S (2.94, 1.28, -0.76)  -0.422
C (3.36, 1.09, 1.92)  -0.731
H (4.42, 1.37, 1.52)  0.233
C (3.18, 2.19, 3.06)  -0.700
C (1.95, 2.08, 3.93)  -0.923
C (0.72, 1.71, 3.13)  -0.945
H (-0.11, 1.95, 4.00)  0.235
H (0.47, 2.66, 2.62)  0.435
C (0.48, 0.62, 2.43)  -1.291
H (-0.30, 0.10, 2.33)  1.564
H (0.92, -0.43, 3.04)  0.149
H (2.12, 1.03, 4.32)  0.289
H (1.97, 2.77, 4.72)  0.489
H (3.97, 2.67, 3.48)  0.650
H (2.79, 3.17, 2.32)  0.167
H (3.67, 0.17, 2.70)  0.190
C (-0.70, -0.20, -0.64)  1.481
O (-1.36, 0.20, -1.55)  -0.833
N (-1.30, -1.07, 0.20)  -0.096
C (-2.49, -1.71, 0.24)  0.322
C (-3.45, -1.26, -0.29)  0.516
C (-4.65, -2.12, -0.48)  -0.595
C (-5.08, -2.84, 0.45)  -1.052
C (-3.86, -3.47, 1.23)  1.221
C (-3.99, -4.45, 2.11)  -0.702
C (-3.25, -5.01, 2.87)  -0.429
C (-1.84, -4.15, 2.86)  -0.682
C (-1.59, -3.27, 1.93)  -0.880
C (-2.70, -2.82, 1.04)  0.996
H (-0.49, -2.88, 1.98)  0.097
H (-1.13, -4.92, 3.48)  0.202
H (-3.35, -5.96, 3.46)  0.371
H (-5.22, -5.18, 2.02)  -0.051
H (-5.78, -3.64, 0.46)  0.358
H (-5.46, -1.49, -1.10)  0.252
H (-3.35, -0.50, -1.09)  0.355
H (-0.56, -1.39, 1.06)  -0.436
H (0.05, 0.51, -2.63)  0.326
H (0.18, 1.35, -4.93)  0.181
H (1.48, 0.27, -5.41)  0.852

=====

One molecule with the formula C24H24N2O5S at a distorted geometry, computed with wB97M-V/def2-TZVPD.

Its highest occupied orbital energy is -8.134 eV. For the frontier orbital gap, the calculation gives 8.75 eV. Its SMILES is Cc1ccc(CN(c2ccc(C(=O)NCc3ccc4c(c3)OCO4)cc2)S(C)(=O)=O)cc1. The calculation puts the energy above the lowest of the compared OMol25 structures with the same formula, charge and spin at 80.9 kJ/mol. As for the total energy: -49330.225 eV.

Last column: Mulliken charge in e.
CARTESIAN COORDINATES (ANGSTROEM)
C (-7.74, -2.40, 0.34)  -1.454
C (-6.61, -1.52, -0.08)  0.884
C (-6.70, -0.73, -1.22)  -0.759
C (-5.66, 0.10, -1.60)  -0.836
C (-4.49, 0.17, -0.84)  1.117
C (-3.38, 1.08, -1.29)  -2.366
N (-2.38, 1.37, -0.29)  0.295
C (-1.20, 0.63, -0.23)  1.222
C (0.00, 1.20, 0.19)  -1.296
C (1.16, 0.44, 0.25)  -0.836
C (1.16, -0.89, -0.14)  0.870
C (2.38, -1.74, -0.14)  0.392
O (2.56, -2.64, -0.94)  -0.674
N (3.27, -1.46, 0.84)  -0.144
C (4.58, -2.08, 0.91)  -1.053
C (5.67, -1.08, 0.64)  0.560
C (6.71, -0.89, 1.54)  -0.819
C (7.72, 0.04, 1.32)  -0.871
C (7.65, 0.77, 0.17)  0.971
C (6.61, 0.60, -0.75)  0.941
C (5.61, -0.32, -0.53)  -1.019
O (6.78, 1.46, -1.80)  -0.495
C (7.96, 2.17, -1.53)  -0.244
O (8.50, 1.75, -0.30)  -0.476
C (-0.03, -1.45, -0.60)  -1.435
C (-1.19, -0.71, -0.64)  0.110
S (-2.70, 2.80, 0.53)  1.156
C (-4.21, 2.42, 1.46)  -0.991
O (-1.67, 3.07, 1.49)  -0.675
O (-3.01, 3.81, -0.43)  -0.684
C (-4.40, -0.62, 0.31)  0.251
C (-5.44, -1.45, 0.68)  -1.073
H (-8.39, -2.63, -0.50)  0.380
H (-7.37, -3.33, 0.76)  0.373
H (-8.33, -1.90, 1.11)  0.272
H (-7.59, -0.77, -1.83)  0.363
H (-5.74, 0.70, -2.49)  0.437
H (-3.79, 2.04, -1.60)  0.619
H (-2.88, 0.64, -2.17)  0.552
H (0.02, 2.23, 0.48)  0.430
H (2.07, 0.93, 0.55)  0.401
H (3.09, -0.69, 1.47)  0.224
H (4.72, -2.54, 1.89)  0.397
H (4.58, -2.86, 0.14)  0.351
H (6.74, -1.49, 2.44)  0.336
H (8.53, 0.17, 2.02)  0.419
H (4.81, -0.46, -1.24)  0.505
H (8.69, 1.99, -2.33)  0.245
H (7.74, 3.25, -1.48)  0.248
H (-0.03, -2.48, -0.93)  0.438
H (-2.10, -1.18, -0.99)  0.431
H (-5.00, 2.16, 0.78)  0.295
H (-3.99, 1.62, 2.15)  0.304
H (-4.45, 3.33, 2.00)  0.474
H (-3.51, -0.58, 0.91)  0.554
H (-5.35, -2.05, 1.57)  0.384

=====

What did the third record say?
One molecule with the formula C24H24N2O5S at a distorted geometry, computed with wB97M-V/def2-TZVPD.

Its highest occupied orbital energy is -8.134 eV. For the frontier orbital gap, the calculation gives 8.75 eV. Its SMILES is Cc1ccc(CN(c2ccc(C(=O)NCc3ccc4c(c3)OCO4)cc2)S(C)(=O)=O)cc1. The calculation puts the energy above the lowest of the compared OMol25 structures with the same formula, charge and spin at 80.9 kJ/mol. As for the total energy: -49330.225 eV.

Last column: Mulliken charge in e.
CARTESIAN COORDINATES (ANGSTROEM)
C (-7.74, -2.40, 0.34)  -1.454
C (-6.61, -1.52, -0.08)  0.884
C (-6.70, -0.73, -1.22)  -0.759
C (-5.66, 0.10, -1.60)  -0.836
C (-4.49, 0.17, -0.84)  1.117
C (-3.38, 1.08, -1.29)  -2.366
N (-2.38, 1.37, -0.29)  0.295
C (-1.20, 0.63, -0.23)  1.222
C (0.00, 1.20, 0.19)  -1.296
C (1.16, 0.44, 0.25)  -0.836
C (1.16, -0.89, -0.14)  0.870
C (2.38, -1.74, -0.14)  0.392
O (2.56, -2.64, -0.94)  -0.674
N (3.27, -1.46, 0.84)  -0.144
C (4.58, -2.08, 0.91)  -1.053
C (5.67, -1.08, 0.64)  0.560
C (6.71, -0.89, 1.54)  -0.819
C (7.72, 0.04, 1.32)  -0.871
C (7.65, 0.77, 0.17)  0.971
C (6.61, 0.60, -0.75)  0.941
C (5.61, -0.32, -0.53)  -1.019
O (6.78, 1.46, -1.80)  -0.495
C (7.96, 2.17, -1.53)  -0.244
O (8.50, 1.75, -0.30)  -0.476
C (-0.03, -1.45, -0.60)  -1.435
C (-1.19, -0.71, -0.64)  0.110
S (-2.70, 2.80, 0.53)  1.156
C (-4.21, 2.42, 1.46)  -0.991
O (-1.67, 3.07, 1.49)  -0.675
O (-3.01, 3.81, -0.43)  -0.684
C (-4.40, -0.62, 0.31)  0.251
C (-5.44, -1.45, 0.68)  -1.073
H (-8.39, -2.63, -0.50)  0.380
H (-7.37, -3.33, 0.76)  0.373
H (-8.33, -1.90, 1.11)  0.272
H (-7.59, -0.77, -1.83)  0.363
H (-5.74, 0.70, -2.49)  0.437
H (-3.79, 2.04, -1.60)  0.619
H (-2.88, 0.64, -2.17)  0.552
H (0.02, 2.23, 0.48)  0.430
H (2.07, 0.93, 0.55)  0.401
H (3.09, -0.69, 1.47)  0.224
H (4.72, -2.54, 1.89)  0.397
H (4.58, -2.86, 0.14)  0.351
H (6.74, -1.49, 2.44)  0.336
H (8.53, 0.17, 2.02)  0.419
H (4.81, -0.46, -1.24)  0.505
H (8.69, 1.99, -2.33)  0.245
H (7.74, 3.25, -1.48)  0.248
H (-0.03, -2.48, -0.93)  0.438
H (-2.10, -1.18, -0.99)  0.431
H (-5.00, 2.16, 0.78)  0.295
H (-3.99, 1.62, 2.15)  0.304
H (-4.45, 3.33, 2.00)  0.474
H (-3.51, -0.58, 0.91)  0.554
H (-5.35, -2.05, 1.57)  0.384

=====

What is the formula in the first record? C24H24FNO5S

=====

Which formula does entry 3 have? C24H24N2O5S